Record 1
{
  "formula": "C32H38F7N2O21S",
  "method": "ωB97M-V with the def2-TZVPD basis set",
  "spin_multiplicity": 2,
  "homo_ha": [-0.326, -0.343],
  "homo_lumo_gap_ev": [9.17, 9.08],
  "total_charge": 0,
  "e_tot_ha": -4028.90959,
  "max_force_ev_per_a": 3.9,
  "elements": ["C", "C", "C", "C", "C", "C", "C", "C", "C", "N", "C", "S", "O", "O", "F", "C", "C", "C", "C", "N", "O", "H", "H", "H", "H", "H", "H", "H", "H", "H", "H", "H", "H", "H", "H", "H", "H", "H", "H", "H", "H", "C", "C", "O", "C", "O", "O", "F", "H", "H", "H", "C", "C", "O", "C", "O", "O", "F", "H", "H", "H", "C", "C", "O", "C", "O", "O", "F", "H", "H", "H", "C", "C", "O", "C", "O", "O", "F", "H", "H", "H", "C", "C", "O", "C", "O", "O", "F", "H", "H", "H", "C", "C", "O", "C", "O", "O", "F", "H", "H", "H"],
  "xyz": [[-0.044, 1.358, 1.253], [0.154, 1.957, -0.226], [1.712, 2.009, -0.460], [-0.447, 0.889, -1.221], [-1.783, 1.350, -1.931], [-3.055, 1.272, -0.997], [-4.039, 2.333, -1.083], [-5.196, 2.114, -0.196], [-5.170, 0.901, 0.587], [-4.231, -0.064, 0.669], [-3.158, 0.112, -0.136], [-2.102, 0.123, -3.310], [-3.533, 0.134, -3.559], [-1.362, 0.434, -4.517], [-1.674, -1.349, -2.746], [-1.526, 2.774, -2.554], [-0.811, 3.801, -1.572], [0.423, 4.452, -2.300], [-1.858, 4.997, -1.358], [-0.534, 3.266, -0.223], [0.062, 4.141, 0.519], [-0.707, 0.464, 1.277], [-0.454, 2.130, 1.951], [0.939, 1.037, 1.690], [2.132, 1.053, -0.047], [1.975, 1.983, -1.551], [2.211, 2.878, 0.032], [-0.513, -0.122, -0.745], [0.314, 0.763, -2.047], [-3.973, 3.224, -1.731], [-6.057, 2.820, -0.161], [-6.074, 0.737, 1.228], [-2.376, -0.683, -0.118], [-0.798, 2.609, -3.399], [-2.428, 3.213, -3.053], [1.220, 3.724, -2.590], [0.034, 4.879, -3.269], [0.795, 5.308, -1.693], [-2.427, 4.743, -0.431], [-1.322, 5.966, -1.158], [-2.498, 5.169, -2.254], [4.550, 1.060, -3.424], [5.916, 0.460, -3.258], [6.250, 0.798, -1.926], [5.066, 0.876, -1.255], [4.968, 0.874, -0.070], [4.010, 0.949, -2.108], [6.812, 1.044, -4.092], [4.585, 2.113, -3.715], [3.940, 0.517, -4.145], [5.950, -0.625, -3.381], [7.484, -1.735, 1.119], [6.662, -2.757, 1.843], [5.451, -2.768, 1.106], [5.790, -2.426, -0.167], [5.087, -2.588, -1.115], [7.033, -1.883, -0.227], [6.395, -2.363, 3.112], [7.284, -0.716, 1.458], [8.551, -1.929, 1.198], [7.095, -3.760, 1.853], [-9.132, -1.222, 0.809], [-9.179, -1.469, -0.671], [-9.359, -0.169, -1.204], [-8.772, 0.682, -0.316], [-8.493, 1.812, -0.556], [-8.537, 0.074, 0.878], [-10.246, -2.228, -1.011], [-10.125, -1.190, 1.263], [-8.531, -1.958, 1.336], [-8.268, -1.911, -1.084], [1.441, 2.702, 6.123], [0.922, 2.949, 4.736], [-0.295, 2.229, 4.717], [-0.744, 2.227, 6.008], [-1.852, 1.952, 6.329], [0.239, 2.588, 6.879], [1.752, 2.422, 3.806], [2.008, 1.771, 6.198], [2.059, 3.520, 6.490], [0.730, 4.000, 4.507], [-8.529, -6.108, 0.445], [-8.372, -5.160, 1.599], [-9.344, -4.166, 1.331], [-10.339, -4.801, 0.632], [-11.425, -4.359, 0.469], [-9.921, -6.005, 0.157], [-7.147, -4.581, 1.594], [-7.952, -5.801, -0.430], [-8.257, -7.130, 0.705], [-8.564, -5.606, 2.578], [11.148, -3.537, -1.255], [12.183, -4.340, -0.521], [11.862, -4.105, 0.837], [10.519, -3.874, 0.867], [9.856, -3.903, 1.854], [10.029, -3.614, -0.374], [13.429, -3.868, -0.761], [11.440, -2.492, -1.381], [10.909, -3.955, -2.232], [12.151, -5.412, -0.726]],
  "mulliken_charge": [-1.53, 2.20, -1.71, -2.53, 1.79, 0.15, -0.37, -0.84, -0.44, -0.72, -0.19, 1.41, -0.61, -0.65, -0.28, -2.38, 1.84, -1.49, -1.61, 0.62, -0.62, 0.19, 0.29, 0.35, 0.50, 0.06, 0.36, 0.76, 0.50, 0.48, 0.37, 0.49, 0.29, 0.61, 0.62, 0.19, 0.38, 0.45, 0.41, 0.36, 0.32, -0.63, 0.33, -0.33, 0.55, -0.48, -0.07, -0.32, 0.32, 0.33, 0.27, -0.28, 0.42, -0.33, 0.69, -0.55, -0.31, -0.31, 0.27, 0.10, 0.26, -0.22, 0.36, -0.32, 0.58, -0.51, -0.33, -0.29, 0.29, 0.16, 0.30, -0.42, 0.32, -0.19, 0.53, -0.50, -0.33, -0.27, 0.29, 0.29, 0.29, -0.45, 0.30, -0.23, 0.64, -0.48, -0.32, -0.29, 0.29, 0.28, 0.27, -0.43, 0.30, -0.30, 0.65, -0.49, -0.24, -0.29, 0.29, 0.26, 0.28]
}

Record 2
{
  "formula": "C20H20MoN5O3PS5Sb",
  "method": "ωB97M-V with the def2-TZVPD basis set",
  "spin_multiplicity": 2,
  "homo_ha": [-0.501, -0.501],
  "homo_lumo_gap_ev": [6.77, 6.65],
  "total_charge": 2,
  "relative_energy_kcal_mol": 0.00,
  "e_tot_ha": -3913.73653,
  "max_force_ev_per_a": 0.1,
  "elements": ["Mo", "N", "N", "C", "N", "N", "N", "O", "O", "H", "H", "H", "H", "H", "S", "Sb", "S", "S", "S", "O", "P", "C", "C", "C", "C", "C", "C", "C", "C", "C", "C", "C", "C", "C", "C", "C", "C", "C", "C", "H", "H", "H", "H", "H", "H", "H", "H", "H", "H", "H", "H", "H", "H", "H", "S", "C"],
  "xyz": [[1.963, 0.507, -1.375], [1.557, 1.540, 1.924], [2.893, 1.752, 2.279], [3.890, 1.215, 1.573], [5.134, 1.437, 1.959], [3.526, 0.507, 0.467], [4.483, 0.010, -0.330], [5.625, -0.204, -0.046], [4.007, -0.239, -1.476], [1.217, 2.320, 1.366], [1.008, 1.447, 2.771], [3.122, 2.451, 2.973], [5.328, 1.991, 2.778], [5.906, 1.014, 1.466], [-1.198, 3.656, -1.985], [0.911, 3.851, -2.582], [1.789, 0.254, -3.410], [2.466, 2.823, -1.054], [1.943, 4.792, -4.251], [0.124, 0.900, -0.679], [-1.028, -0.091, -0.378], [-0.126, -1.631, -0.201], [-0.346, -2.953, -0.889], [0.398, -4.088, -0.346], [0.941, -4.110, 0.999], [1.187, -2.943, 1.595], [0.958, -1.694, 0.873], [-1.790, 0.401, 1.144], [-1.916, 1.768, 1.406], [-2.548, 2.179, 2.569], [-3.046, 1.236, 3.461], [-2.919, -0.122, 3.198], [-2.292, -0.545, 2.036], [-2.197, -0.221, -1.693], [-1.773, -0.699, -2.940], [-2.660, -0.740, -3.999], [-3.969, -0.306, -3.819], [-4.394, 0.167, -2.585], [-3.511, 0.214, -1.518], [-1.169, -3.114, -1.573], [0.233, -5.031, -0.857], [1.153, -5.066, 1.455], [1.590, -2.895, 2.598], [1.044, -0.776, 1.445], [-1.544, 2.496, 0.692], [-2.664, 3.235, 2.775], [-3.544, 1.562, 4.364], [-3.312, -0.850, 3.894], [-2.194, -1.605, 1.832], [-0.749, -1.022, -3.086], [-2.336, -1.103, -4.965], [-4.661, -0.335, -4.650], [-5.413, 0.503, -2.455], [-3.843, 0.590, -0.559], [1.400, -2.978, -1.611], [1.343, -1.456, -0.581]],
  "mulliken_charge": [-0.15, -0.16, -0.49, 0.67, -0.36, -0.15, 1.17, -0.67, -0.64, 0.26, 0.31, 0.20, 0.19, 0.19, -0.38, 0.89, -0.23, -0.35, -0.36, 0.35, 2.13, -0.48, -0.33, -0.47, -0.93, -1.32, 0.45, 0.37, -0.27, -0.80, -0.60, -0.74, -0.36, 0.52, -0.29, -0.97, -0.55, -0.81, -0.42, 0.72, 0.72, 0.49, 0.57, 0.34, 0.26, 0.47, 0.43, 0.47, 0.48, 0.18, 0.46, 0.43, 0.46, 0.44, -0.05, 0.69]
}

Record 3
{
  "formula": "C2H3BN2O2S",
  "method": "ωB97M-V with the def2-TZVPD basis set",
  "homo_ha": -0.373,
  "homo_lumo_gap_ev": 10.26,
  "smiles": "N#[N+][S-].C#CB(O)O",
  "total_charge": 0,
  "relative_energy_kcal_mol": 52.96,
  "e_tot_ha": -761.03095,
  "max_force_ev_per_a": 6.0,
  "elements": ["N", "N", "S", "C", "C", "B", "O", "O", "H", "H", "H"],
  "xyz": [[-2.925, 0.595, -0.346], [-2.495, -0.149, -1.107], [-2.016, -1.216, -2.056], [2.631, -1.343, 0.414], [1.651, -0.677, 0.451], [0.670, 0.435, 0.503], [0.101, 0.846, 1.693], [0.229, 0.771, -0.710], [3.376, -2.214, 0.513], [-0.757, 1.448, 1.571], [-0.465, 1.506, -0.928]],
  "mulliken_charge": [-0.22, 0.25, -0.04, 0.01, -0.33, 0.52, -0.55, -0.59, 0.33, 0.31, 0.30]
}

Record 4
{
  "formula": "C10H15N3O2",
  "method": "ωB97M-V with the def2-TZVPD basis set",
  "homo_ha": [-0.298, -0.276],
  "homo_lumo_gap_ev": [7.81, 7.14],
  "total_charge": 0,
  "relative_energy_kcal_mol": 155.65,
  "e_tot_ha": -704.61208,
  "max_force_ev_per_a": 2.3,
  "elements": ["C", "C", "C", "C", "C", "C", "C", "C", "C", "C", "N", "N", "N", "O", "O", "H", "H", "H", "H", "H", "H", "H", "H", "H", "H", "H", "H", "H", "H", "H"],
  "xyz": [[-1.282, -0.671, 0.118], [2.525, 0.788, -1.104], [2.325, -0.694, -0.718], [2.353, 1.805, 0.062], [1.484, 0.090, 1.358], [-1.947, 0.665, 0.137], [1.165, -0.963, 0.306], [1.176, -2.404, 0.777], [-4.197, 0.026, -0.797], [-3.424, 0.838, 0.242], [-1.157, 1.662, 0.411], [0.081, 1.907, 0.415], [1.208, 1.298, 0.778], [-1.757, -1.666, 0.604], [-0.023, -0.574, -0.399], [3.527, 0.905, -1.519], [1.797, 1.045, -1.874], [2.098, -1.255, -1.624], [3.237, -1.100, -0.280], [3.229, 1.809, 0.713], [2.168, 2.809, -0.326], [2.450, 0.033, 1.835], [1.101, -3.077, -0.074], [0.337, -2.592, 1.441], [2.104, -2.600, 1.307], [-3.788, 0.176, -1.793], [-5.239, 0.341, -0.803], [-4.155, -1.034, -0.562], [-3.760, 0.532, 1.237], [-3.638, 1.903, 0.131]],
  "mulliken_charge": [0.59, -0.57, -1.00, -0.79, -1.14, 0.26, 1.59, -1.80, -1.18, -0.23, -0.40, -0.61, 0.84, -0.60, -0.37, 0.45, 0.27, 0.39, 0.43, 0.39, 0.36, 0.40, 0.36, 0.44, 0.41, 0.34, 0.37, 0.27, 0.20, 0.34]
}

Record 5
{
  "formula": "C28H24ClN2O2OsS",
  "method": "ωB97M-V with the def2-TZVPD basis set",
  "homo_ha": [-0.620, -0.620],
  "homo_lumo_gap_ev": [4.91, 4.93],
  "total_charge": 3,
  "relative_energy_kcal_mol": 6.91,
  "e_tot_ha": -2289.42098,
  "max_force_ev_per_a": 0.3,
  "elements": ["Os", "C", "C", "C", "C", "N", "C", "C", "C", "C", "C", "C", "C", "H", "H", "H", "H", "H", "H", "H", "H", "O", "H", "H", "O", "S", "C", "C", "C", "C", "C", "C", "C", "C", "C", "C", "C", "C", "H", "H", "H", "H", "H", "H", "H", "H", "H", "H", "Cl", "C", "C", "C", "C", "N", "C", "H", "H", "H", "H"],
  "xyz": [[0.098, -0.176, 0.446], [4.246, 0.074, -0.898], [4.951, 0.115, 0.295], [4.250, 0.076, 1.493], [2.871, -0.012, 1.461], [2.188, -0.089, 0.290], [2.866, -0.029, -0.861], [1.978, 0.026, 2.610], [2.339, 0.092, 3.933], [1.336, 0.161, 4.906], [-0.034, 0.173, 4.588], [-0.419, 0.108, 3.275], [0.576, 0.023, 2.249], [4.749, 0.121, -1.854], [6.031, 0.188, 0.294], [4.772, 0.130, 2.438], [2.286, -0.073, -1.776], [3.376, 0.095, 4.243], [1.627, 0.212, 5.949], [-0.766, 0.232, 5.381], [-1.469, 0.118, 3.006], [0.075, 1.766, -0.426], [-0.525, 1.888, -1.180], [-0.015, 2.558, 0.127], [-1.939, -0.085, 0.090], [-3.258, 0.136, 0.914], [-4.101, 1.436, 0.087], [-4.460, 1.359, -1.258], [-5.144, 2.422, -1.818], [-5.474, 3.531, -1.039], [-5.119, 3.591, 0.300], [-4.422, 2.537, 0.875], [-4.204, -1.318, 0.594], [-5.090, -1.692, 1.597], [-5.906, -2.795, 1.386], [-5.814, -3.505, 0.198], [-4.904, -3.130, -0.788], [-4.091, -2.026, -0.599], [-4.234, 0.482, -1.849], [-5.442, 2.385, -2.856], [-6.026, 4.348, -1.484], [-5.392, 4.449, 0.898], [-4.151, 2.565, 1.924], [-5.153, -1.131, 2.522], [-6.610, -3.097, 2.149], [-6.453, -4.362, 0.035], [-4.840, -3.696, -1.707], [-3.379, -1.729, -1.358], [-2.522, -4.970, 1.274], [-1.118, -4.220, 0.657], [-0.088, -4.956, 0.080], [1.023, -4.278, -0.397], [1.090, -2.908, -0.282], [0.083, -2.193, 0.268], [-1.010, -2.847, 0.723], [-0.163, -6.034, 0.009], [1.844, -4.811, -0.856], [1.951, -2.362, -0.630], [-1.811, -2.258, 1.138]],
  "mulliken_charge": [1.58, -0.74, -0.60, -0.86, 0.85, 0.04, -0.08, 0.86, -0.91, -0.58, -1.08, -0.11, 0.52, 0.47, 0.49, 0.46, 0.47, 0.50, 0.45, 0.51, 0.28, -0.56, 0.36, 0.34, -0.77, 0.14, 0.66, -0.21, -0.78, -0.47, -0.75, -0.41, 0.63, -0.36, -0.76, -0.55, -0.93, 0.05, 0.39, 0.45, 0.44, 0.45, 0.42, 0.44, 0.47, 0.46, 0.45, 0.44, -0.09, -0.07, -0.16, -0.85, 0.06, -0.04, -0.48, 0.51, 0.48, 0.41, 0.73]
}